Density functional theory data (wB97M-V/def2-TZVPD) for 14 unconnected molecules or ions with the total composition C56H94O37S5 at a distorted geometry.

Results
- E_tot: -189530.7653 eV

The geometry in XYZ format:
```
192
C56H94O37S5 (wB97M-V/def2-TZVPD)
C 15.18 11.19 16.77
C 14.28 12.12 17.68
C 13.88 13.41 17.01
O 12.56 13.59 17.45
C 12.03 12.42 17.91
O 10.90 12.30 18.16
O 12.95 11.53 18.05
H 15.47 10.25 17.23
H 16.10 11.70 16.51
H 14.56 10.98 15.88
H 14.82 12.34 18.60
H 13.90 13.36 15.90
H 14.47 14.22 17.39
C 15.47 22.12 10.20
C 16.65 21.37 10.82
C 16.53 19.85 11.14
O 17.83 19.33 10.78
C 18.37 20.12 9.79
O 19.33 19.82 9.18
O 17.65 21.28 9.77
H 14.63 22.24 10.90
H 15.08 21.47 9.45
H 15.69 23.08 9.68
H 17.14 21.86 11.64
H 15.66 19.41 10.57
H 16.37 19.65 12.22
C 17.89 16.76 7.14
C 16.63 16.54 8.03
C 15.76 15.37 7.64
O 16.23 14.28 8.45
C 16.90 14.78 9.52
O 17.31 14.20 10.44
O 17.06 16.09 9.40
H 17.68 17.27 6.17
H 18.42 15.83 6.96
H 18.54 17.53 7.54
H 16.05 17.38 8.26
H 15.81 15.21 6.60
H 14.73 15.66 7.94
C 15.51 21.70 17.35
C 14.81 21.99 16.03
C 15.81 22.15 14.86
O 15.38 21.24 13.88
C 14.37 20.46 14.37
O 13.95 19.51 13.81
O 14.07 20.83 15.63
H 16.18 20.82 17.33
H 14.82 21.61 18.22
H 16.13 22.57 17.53
H 14.15 22.89 16.10
H 16.81 21.92 15.17
H 15.81 23.15 14.41
C 11.41 17.49 14.05
C 11.41 18.49 12.87
C 12.25 18.04 11.70
O 11.70 18.75 10.61
C 10.33 18.95 10.95
O 9.56 19.35 10.15
O 10.11 18.60 12.22
H 11.26 16.51 13.60
H 10.63 17.57 14.75
H 12.35 17.41 14.58
H 11.61 19.49 13.24
H 12.26 16.96 11.62
H 13.31 18.43 11.81
C 12.15 13.05 13.76
C 13.53 13.04 13.06
C 13.60 12.29 11.76
O 13.39 13.29 10.75
C 13.75 14.44 11.26
O 13.91 15.48 10.67
O 13.88 14.44 12.66
H 12.31 13.73 14.63
H 11.98 12.05 14.14
H 11.43 13.48 13.07
H 14.27 12.65 13.73
H 12.76 11.59 11.76
H 14.50 11.69 11.53
C 11.06 16.40 18.18
C 12.23 17.30 18.38
C 12.21 18.53 17.47
O 12.63 19.63 18.32
C 12.66 19.18 19.61
O 13.00 19.92 20.51
O 12.34 17.88 19.70
H 11.00 15.47 18.77
H 11.03 16.03 17.15
H 10.17 17.01 18.36
H 13.08 16.65 18.31
H 11.20 18.79 17.07
H 12.98 18.47 16.72
C 17.19 17.99 20.92
C 15.89 17.65 20.20
C 16.01 17.65 18.71
O 16.09 16.24 18.40
C 15.80 15.51 19.48
O 15.63 14.27 19.45
O 15.62 16.27 20.55
H 17.95 17.41 20.40
H 17.27 17.59 21.95
H 17.47 19.02 20.91
H 15.04 18.24 20.59
H 16.85 18.17 18.27
H 15.11 18.11 18.25
C 20.44 11.25 18.58
C 20.13 12.71 18.17
C 18.74 12.78 17.60
O 18.20 13.99 18.15
C 18.90 14.32 19.18
O 18.64 15.19 19.93
O 20.01 13.57 19.33
H 19.78 11.02 19.46
H 21.50 11.12 18.92
H 20.14 10.52 17.84
H 20.87 13.13 17.45
H 18.04 12.03 17.97
H 18.71 12.89 16.49
C 20.57 17.37 11.54
C 22.00 17.03 11.23
C 22.79 16.91 12.51
S 22.09 18.23 13.50
O 23.06 19.28 13.71
O 21.43 17.65 14.65
C 20.69 18.61 12.44
H 20.22 16.45 12.05
H 19.90 17.57 10.66
H 22.47 17.73 10.56
H 22.10 16.12 10.64
H 23.87 16.98 12.51
H 22.67 16.00 13.07
H 20.92 19.49 11.82
H 19.84 18.92 13.07
C 21.57 23.91 13.01
C 21.74 23.50 14.48
C 20.37 23.29 15.12
S 19.32 22.72 13.80
O 18.28 23.73 13.63
O 18.87 21.35 13.81
C 20.51 22.90 12.48
H 22.51 23.84 12.45
H 21.17 24.92 12.94
H 22.33 24.10 15.11
H 22.17 22.49 14.45
H 19.93 24.19 15.54
H 20.40 22.57 15.99
H 20.03 23.20 11.49
H 21.01 21.96 12.30
C 17.85 8.47 11.92
C 17.73 9.65 10.84
C 17.99 11.01 11.48
S 17.50 10.72 13.14
O 16.07 10.49 13.15
O 18.07 11.69 14.03
C 18.27 9.13 13.29
H 18.56 7.73 11.53
H 16.88 8.02 12.09
H 16.75 9.64 10.38
H 18.44 9.55 10.04
H 17.61 11.92 11.07
H 19.10 11.18 11.53
H 17.92 8.65 14.21
H 19.35 9.40 13.34
C 19.91 18.20 18.92
C 19.41 17.38 17.72
C 19.26 18.45 16.57
S 20.12 19.91 17.04
O 19.15 20.89 17.52
O 21.01 20.42 16.00
C 20.97 19.14 18.32
H 20.15 17.57 19.80
H 19.09 18.81 19.28
H 18.49 16.82 18.01
H 20.22 16.70 17.40
H 18.19 18.63 16.39
H 19.76 18.13 15.66
H 21.38 19.88 19.01
H 21.81 18.68 17.77
C 18.18 16.03 14.26
C 17.47 16.93 13.20
C 16.01 16.78 13.28
S 15.77 16.61 14.98
O 14.51 16.03 15.32
O 16.13 17.93 15.54
C 17.22 15.53 15.30
H 18.99 16.55 14.78
H 18.75 15.19 13.86
H 17.88 16.74 12.22
H 17.81 17.96 13.36
H 15.59 15.93 12.75
H 15.51 17.64 12.96
H 16.97 14.48 15.28
H 17.48 15.87 16.29
```

These are the Löwdin partial charges, in e, on atoms 1 to 8: 0.004 -0.221 -0.133 0.046 -0.644 0.184 0.122 0.082